The following is a DFT calculation (ωB97M-V/def2-TZVPD) of C26H66F6FeN7O10S2 as an isolated structure at a distorted geometry.

Properties
Net charge: +1
Orbital gap (spin up / spin down) in eV: 3.6643 / 1.6656
Strongest force on any atom in eV/Å: 7.986
Multiplicity: 9
Calculated total energy in eV: -131276.6783

Last column: Mulliken spin population.
CARTESIAN COORDINATES (ANGSTROEM)
Fe (5.15746, -24.43296, 1.56115)  5.781
C (8.62608, -21.96456, -0.13589)  0.184
F (9.06903, -23.22394, -0.21334)  -0.001
F (9.15991, -21.33992, 0.88373)  0.000
F (8.98352, -21.26187, -1.18645)  0.005
S (6.63309, -21.91369, 0.10632)  0.442
O (6.51840, -21.41126, 1.44011)  0.038
O (6.16779, -21.06929, -1.01813)  0.091
N (6.19651, -23.65752, 0.07952)  0.260
S (6.63822, -24.19980, -1.33922)  0.084
O (7.21985, -23.29920, -2.38282)  0.053
O (7.42672, -25.42775, -1.24478)  0.045
C (4.94934, -24.72325, -2.21624)  0.018
F (4.21333, -23.62150, -2.18758)  -0.003
F (5.21071, -25.04602, -3.47071)  0.007
F (4.38689, -25.70660, -1.56203)  0.004
C (1.71823, -22.76852, 1.05014)  0.002
C (3.00762, -21.87056, 1.20285)  0.017
C (2.65306, -20.47282, 1.85650)  0.014
O (3.79157, -19.84471, 2.40879)  0.000
C (3.60373, -18.71724, 3.34496)  0.000
N (4.01801, -22.67516, 1.90114)  -0.153
H (1.94696, -23.79732, 0.77198)  0.038
H (0.99043, -22.32909, 0.36801)  0.000
H (1.15553, -22.88115, 1.97684)  -0.003
H (3.60520, -21.75978, 0.29802)  -0.005
H (1.84067, -20.65059, 2.56113)  0.002
H (2.21827, -19.78663, 1.12973)  0.003
H (4.47612, -18.50244, 3.96213)  0.000
H (2.80945, -19.03613, 4.01987)  0.000
H (3.31435, -17.80272, 2.82726)  0.000
H (3.58180, -22.48420, 2.79185)  0.024
H (4.81549, -22.07863, 2.06929)  0.020
C (10.75217, -19.20334, 1.74710)  0.000
C (11.95521, -18.47660, 2.31135)  0.000
C (13.27515, -19.28145, 1.92843)  0.000
O (13.32668, -20.59326, 2.55126)  0.000
C (14.61110, -21.21402, 2.44220)  0.000
N (11.93136, -17.11636, 1.72067)  0.000
H (9.83170, -18.73880, 2.10072)  0.001
H (10.80791, -20.28356, 1.88169)  0.000
H (10.84539, -19.06648, 0.66975)  0.000
H (11.77332, -18.36666, 3.38043)  0.000
H (14.13570, -18.61473, 1.98347)  0.000
H (13.28250, -19.41978, 0.84727)  0.000
H (14.99402, -21.34710, 1.43039)  0.000
H (14.62660, -22.11330, 3.05797)  0.000
H (15.30664, -20.65379, 3.06707)  0.000
H (12.41524, -16.64278, 2.47012)  0.000
H (12.71096, -17.20729, 1.08502)  0.000
C (8.42982, -23.30320, 3.95689)  0.009
C (7.58820, -24.01322, 2.92622)  -0.102
C (8.20180, -25.36200, 2.45913)  0.036
O (7.27168, -26.06207, 1.76219)  -0.096
C (7.83151, -27.29341, 1.14002)  -0.011
N (6.23947, -24.12971, 3.39128)  0.047
H (7.94712, -22.44019, 4.41546)  0.000
H (9.30466, -22.85673, 3.48421)  0.004
H (8.79969, -23.92535, 4.77190)  0.000
H (7.63757, -23.35018, 2.06249)  0.067
H (8.59282, -25.92003, 3.30990)  0.000
H (9.05299, -25.16125, 1.80854)  -0.011
H (7.17308, -28.04784, 0.70944)  0.021
H (8.40746, -27.87906, 1.85653)  0.001
H (8.59261, -27.10622, 0.38252)  -0.001
H (6.36221, -24.89966, 4.03332)  0.017
H (6.12982, -23.34027, 4.01166)  0.009
C (6.39643, -28.48091, -2.83085)  0.171
C (5.08360, -28.96478, -2.35317)  0.043
C (4.58171, -30.34169, -2.82228)  0.008
O (4.20251, -30.10368, -4.17347)  0.007
C (3.64332, -31.36340, -4.67807)  -0.001
N (5.18684, -28.99812, -0.91295)  0.792
H (6.34430, -27.90145, -3.75260)  -0.011
H (7.04315, -29.35333, -2.92433)  0.007
H (6.82904, -27.81953, -2.08017)  -0.035
H (4.47013, -28.10683, -2.62825)  0.087
H (3.69652, -30.68048, -2.28400)  0.000
H (5.43344, -31.01978, -2.76884)  -0.008
H (3.33819, -31.26653, -5.72000)  0.000
H (2.70796, -31.72758, -4.25314)  0.000
H (4.48758, -32.05267, -4.69294)  0.001
H (4.49589, -29.56332, -0.44047)  -0.012
H (5.23110, -28.13052, -0.39777)  -0.012
C (10.27448, -17.73992, -4.93467)  0.000
C (9.98747, -18.82886, -6.01488)  0.000
C (8.43888, -18.84078, -6.30903)  0.000
O (7.53484, -19.26009, -5.33457)  0.000
C (7.89361, -20.40895, -4.61481)  0.004
N (10.69358, -18.45408, -7.21643)  0.000
H (9.64816, -17.78188, -4.04357)  0.000
H (10.11317, -16.74902, -5.35919)  0.000
H (11.26073, -18.03595, -4.57724)  0.000
H (10.27225, -19.82605, -5.67930)  0.000
H (8.32810, -19.54001, -7.13782)  0.000
H (8.13457, -17.86167, -6.67896)  0.000
H (8.06313, -21.21924, -5.32388)  0.000
H (7.22476, -20.85422, -3.87828)  -0.002
H (8.81516, -20.10552, -4.11804)  -0.001
H (10.72162, -19.19133, -7.90620)  0.000
H (10.04743, -17.78796, -7.61502)  0.000
C (12.53510, -23.25085, -5.83752)  0.000
C (12.63836, -22.12221, -4.86150)  0.000
C (12.32337, -22.53825, -3.30705)  0.001
O (12.05173, -21.23672, -2.69198)  0.001
C (12.51777, -21.06752, -1.37146)  0.000
N (13.99938, -21.59125, -4.86229)  0.000
H (11.56650, -23.72640, -5.99166)  0.000
H (13.25837, -24.04796, -5.66542)  0.000
H (12.77350, -22.86889, -6.83018)  0.000
H (11.94284, -21.35099, -5.19252)  0.000
H (13.22687, -22.95318, -2.86025)  0.000
H (11.41219, -23.09562, -3.08982)  0.000
H (12.60532, -22.01764, -0.84448)  0.000
H (11.83628, -20.46210, -0.77386)  0.001
H (13.55194, -20.73948, -1.26673)  0.000
H (14.46131, -21.50339, -5.75615)  0.000
H (13.97232, -20.71229, -4.36549)  0.000

=====

The following is a DFT calculation (ωB97M-V/def2-TZVPD) of C26H66HfN3O17 as an isolated structure at a distorted geometry.

Properties
Net charge: +3
Orbital gap in eV: 1.4434
Strongest force on any atom in eV/Å: 7.645
Calculated total energy in eV: -68564.0622

Last column: Mulliken charge in e.
CARTESIAN COORDINATES (ANGSTROEM)
Hf (0.29186, 1.75304, -3.58861)  0.862
C (-1.98939, -1.03584, -0.81535)  -0.428
C (-0.56498, -0.57418, -0.92228)  1.276
C (0.50503, -1.63150, -1.14762)  -1.160
O (-0.45818, 0.52557, -1.85292)  0.048
H (-2.25746, -1.81062, -1.53239)  0.016
H (-2.74886, -0.25265, -0.90571)  -0.038
H (-2.27856, -1.34940, 0.19025)  0.090
H (-0.36122, -0.00324, -0.00924)  -0.310
H (1.46007, -1.10658, -1.09565)  0.216
H (0.39922, -2.22615, -2.05612)  0.202
H (0.51011, -2.41153, -0.38295)  0.249
C (1.91948, -4.15419, -4.68524)  -0.626
N (1.69359, -4.43520, -6.12117)  0.888
O (2.58768, -4.25279, -6.91093)  -0.507
O (0.55767, -4.77793, -6.38983)  -0.518
H (2.97350, -4.01644, -4.45861)  0.342
H (1.65025, -5.10515, -4.22385)  0.337
H (1.26779, -3.37665, -4.29842)  0.082
C (-1.85632, -3.93307, 2.51629)  -0.224
N (-2.06895, -4.80575, 1.29570)  0.956
O (-1.92787, -6.00313, 1.46126)  -0.525
O (-2.47345, -4.30523, 0.26735)  -0.550
H (-0.82724, -3.59072, 2.41984)  0.061
H (-2.14269, -4.56650, 3.34729)  0.346
H (-2.50596, -3.09187, 2.28398)  -0.066
C (-3.21689, 3.49572, 0.35634)  -0.437
N (-4.57233, 3.81766, -0.15860)  1.025
O (-5.10153, 2.92511, -0.81734)  -0.544
O (-5.06162, 4.86314, 0.15789)  -0.525
H (-2.92403, 2.52557, -0.04325)  -0.263
H (-3.20018, 3.60922, 1.43486)  0.327
H (-2.48966, 4.09884, -0.19095)  0.426
C (-5.01773, 0.87901, 4.09841)  -0.778
O (-4.51038, 1.17856, 2.83492)  -0.309
C (-4.60846, 0.10505, 1.91124)  0.722
C (-6.06076, -0.28937, 1.58938)  -0.624
O (-6.40306, -0.91058, 0.39077)  -0.211
C (-7.77153, -1.24970, 0.25729)  -0.725
H (-6.10970, 0.84697, 4.00893)  0.323
H (-4.83038, 1.64964, 4.84664)  0.269
H (-4.61796, -0.03886, 4.54305)  0.336
H (-3.99794, -0.73465, 2.25408)  0.138
H (-4.17612, 0.63695, 1.06048)  -0.477
H (-6.65631, 0.63283, 1.50775)  0.391
H (-6.40622, -0.90844, 2.42582)  0.388
H (-7.95641, -2.09904, 0.92035)  0.334
H (-8.05756, -1.52874, -0.75382)  0.251
H (-8.37187, -0.37084, 0.50824)  0.345
C (0.97520, 3.16768, 1.12491)  -0.385
O (2.38499, 2.99859, 1.07223)  -0.043
C (3.06527, 4.20696, 0.86396)  -0.148
C (3.17734, 5.11848, 2.11156)  -0.630
O (3.77376, 4.39068, 3.17624)  -0.177
C (5.07761, 4.72222, 3.58544)  -0.661
H (0.48888, 2.21628, 0.89055)  -0.322
H (0.71721, 3.81042, 0.27943)  0.463
H (0.55680, 3.45585, 2.09103)  0.282
H (2.66321, 4.84235, 0.06326)  0.401
H (4.01377, 3.92705, 0.40318)  0.120
H (2.19295, 5.35966, 2.51927)  0.281
H (3.65094, 6.06694, 1.85472)  0.495
H (5.83931, 4.20693, 2.99282)  0.186
H (5.07926, 4.21266, 4.55325)  0.281
H (5.30724, 5.77736, 3.73265)  0.405
C (2.11789, -5.21671, 2.27084)  -0.751
O (1.72692, -3.90487, 2.67759)  -0.157
C (2.83051, -3.07166, 2.87752)  -0.614
C (2.24619, -1.67195, 2.86389)  0.113
O (3.03252, -0.60749, 3.30836)  -0.401
C (2.31065, 0.63059, 3.19159)  -0.461
H (2.69084, -5.27762, 1.34320)  0.311
H (1.14393, -5.69123, 2.15718)  0.213
H (2.70351, -5.69324, 3.05931)  0.327
H (3.61422, -3.07470, 2.10843)  0.223
H (3.37890, -3.27918, 3.80296)  0.423
H (1.32202, -1.67441, 3.46338)  0.393
H (1.76038, -1.64680, 1.87294)  -0.131
H (1.88887, 0.72963, 2.19291)  0.095
H (3.04949, 1.41881, 3.35768)  0.179
H (1.64216, 0.86590, 4.02426)  0.428
C (-2.78806, -2.06436, -4.30188)  -0.882
O (-2.60948, -0.68321, -4.17957)  -0.230
C (-3.70074, 0.15537, -3.91191)  -0.584
C (-3.08767, 1.56978, -3.68915)  0.126
O (-1.85758, 1.80195, -4.38866)  -0.059
C (-2.11877, 2.14504, -5.77512)  -0.775
H (-3.23475, -2.58021, -3.44439)  0.331
H (-1.78704, -2.44963, -4.48407)  0.306
H (-3.48144, -2.33764, -5.10394)  0.343
H (-4.30222, -0.19326, -3.06999)  0.364
H (-4.33536, 0.17123, -4.80402)  0.478
H (-2.81188, 1.66705, -2.63571)  -0.426
H (-3.79123, 2.40139, -3.75194)  0.508
H (-2.63341, 3.10607, -5.73441)  0.348
H (-2.75674, 1.46371, -6.33690)  0.238
H (-1.25583, 2.29843, -6.42798)  0.423
C (6.68512, 3.30031, -0.08053)  -0.578
O (5.90035, 2.15254, -0.31234)  -0.267
C (6.02513, 1.16972, 0.68357)  -0.376
C (5.09023, -0.03416, 0.47143)  -0.123
O (5.22531, -0.52847, -0.84180)  -0.352
C (4.77608, -1.87451, -0.89154)  -0.657
H (7.74149, 3.02112, -0.17031)  0.356
H (6.46757, 3.66305, 0.92481)  0.121
H (6.57022, 4.05330, -0.85818)  0.264
H (5.78388, 1.50775, 1.70009)  0.244
H (7.06736, 0.84590, 0.77770)  0.462
H (4.05806, 0.18701, 0.77368)  0.017
H (5.35551, -0.82213, 1.18642)  0.372
H (5.35159, -2.53553, -0.23061)  0.357
H (5.07611, -2.40784, -1.79593)  0.379
H (3.71898, -2.08127, -0.71094)  0.124

=====

Question: Which formula does entry 1 have?
Answer: C26H66F6FeN7O10S2